{"formula": "C3H5BrN2O4", "method": "ωB97M-V/def2-TZVPD", "e_above_lowest_kj_mol": 167.67, "homo_lumo_gap_ha": [0.314, 0.314], "mol_weight_g_mol": 212.99, "total_energy_ev": -84395.95365, "charge": 0, "species": ["C", "C", "C", "N", "N", "O", "O", "O", "O", "Br", "H", "H", "H", "H", "H"], "xyz": [[2.594, -0.754, 0.017], [2.421, 0.407, -0.695], [-1.767, -0.265, -0.010], [-1.187, 0.583, 0.825], [-2.383, 0.029, -1.234], [-0.923, 0.076, 2.076], [-0.858, 1.711, 0.568], [-2.678, -0.936, -1.944], [-2.608, 1.170, -1.497], [-1.625, -2.098, 0.346], [3.328, -0.923, 0.756], [-0.670, 0.821, 2.555], [1.813, -1.554, -0.084], [2.928, 1.252, -0.222], [1.614, 0.481, -1.457]]}